A molecular structure, C21H20N4O9PS2Ti in a non-equilibrium geometry. Source: the OMol25 dataset; level of theory: ωB97M-V with the def2-TZVPD basis set.

ORCA input file:
```
! RIJCOSX wB97M-V def2-TZVPD def2/J DEFGRID3
* xyz -2 2
Ti 0.05434 -0.15811 0.09672
O 3.23132 0.15739 2.37916
C 2.65410 -0.08519 1.33513
O 1.43887 -0.58641 1.29728
C 3.32728 0.08041 0.00056
C 4.69497 -0.03769 -0.08547
C 5.33770 -0.02218 -1.33789
C 4.56080 0.06763 -2.49305
C 3.17680 0.22163 -2.41948
C 2.51907 0.28318 -1.15207
O 1.22934 0.54789 -0.99351
N 2.45946 0.28044 -3.65894
O 1.26680 0.50273 -3.67697
O 3.09777 0.15061 -4.70013
N 6.72096 -0.13037 -1.41504
O 7.27410 -0.10774 -2.56863
O 7.39299 -0.26635 -0.33358
H 5.28087 -0.16803 0.81157
H 5.03220 0.01648 -3.46049
C -0.95978 3.36501 2.21413
C -1.76105 2.85642 3.26410
C -1.95720 1.50574 3.35540
C -1.39446 0.63772 2.39572
N -0.67582 1.16438 1.33091
C -0.43710 2.49294 1.29916
C -1.48477 -0.77854 2.42648
C -1.98272 -1.52518 3.51782
C -1.92857 -2.88949 3.50333
C -1.35858 -3.53717 2.38222
C -0.92439 -2.76950 1.33408
N -1.00836 -1.42846 1.29602
H -0.75721 4.42365 2.13099
H -2.19343 3.52287 3.99971
H -2.54189 1.09736 4.16891
H 0.18456 2.83852 0.48427
H -2.37162 -1.00729 4.38478
H -2.28507 -3.46540 4.34819
H -1.25363 -4.61292 2.35590
H -0.50086 -3.23470 0.45224
C -1.88722 -1.55597 -5.44383
C -2.84862 -1.14658 -4.34438
O -2.37542 0.04997 -3.72707
P -1.94070 0.07277 -2.18040
S -1.46772 1.91896 -1.73449
S -0.83184 -1.57623 -1.81444
O -3.44383 -0.27318 -1.58900
C -3.78208 -0.17191 -0.21197
C -4.49773 1.12968 0.10959
H -2.21126 -2.48715 -5.91365
H -0.89290 -1.69322 -5.01833
H -1.82811 -0.77196 -6.19974
H -2.94638 -1.93956 -3.60092
H -3.83875 -0.91919 -4.74742
H -2.89006 -0.26578 0.40147
H -4.42894 -1.02729 0.00317
H -3.87332 1.97287 -0.18056
H -4.68252 1.18709 1.18540
H -5.44976 1.18767 -0.42316
*
```

Output
F_max   2.3 eV/A
HOMO energy (alpha / beta)   -0.0025 / -0.0228 Ha
M   615.38 g/mol
E_tot   -100565.3157 eV
HOMO-LUMO gap (alpha / beta)   4.4 / 5.0 eV

A gas-phase ion, C21H20N5O5 (charge -1) in a non-equilibrium geometry. Source: the OMol25 dataset; level of theory: ωB97M-V with the def2-TZVPD basis set.

ORCA input file:
```
! RIJCOSX wB97M-V def2-TZVPD def2/J DEFGRID3
* xyz -1 1
C 5.07564 1.69209 -0.85362
C 3.77687 1.89479 -0.11057
O 2.78668 0.91169 -0.63937
C 1.71661 0.66004 0.20908
O 1.45722 1.53004 1.06579
C 1.12994 -0.73850 0.02090
C -0.24221 -0.78527 0.37638
C -0.91972 -2.05710 0.65383
N -1.09452 0.21479 0.63248
N -0.87654 1.39968 0.21945
C -1.34747 2.53081 1.10823
O -1.06931 3.65549 0.77644
N -2.01488 2.06553 2.22093
C -2.80609 2.83932 3.07296
C -3.37901 2.21671 4.18384
C -4.18862 2.98279 5.03650
C -4.44259 4.34639 4.76358
C -3.87663 4.95265 3.64058
C -3.03139 4.20306 2.80018
C 1.49193 -1.20446 -1.44408
C 2.96764 -1.24041 -1.47161
N 4.10686 -1.43427 -1.43006
C 1.02890 -2.30405 -2.40040
C -0.10992 -2.14969 -3.16312
C -0.65102 -3.21307 -3.99441
C 0.07104 -4.46237 -4.10642
N -0.59461 -5.64527 -4.50876
O -0.04626 -6.75388 -4.30907
O -1.77648 -5.48991 -4.90377
C 1.27268 -4.60198 -3.35093
C 1.76643 -3.47641 -2.57319
H 5.76024 2.42357 -0.41387
H 5.47799 0.68483 -0.68692
H 4.92789 1.94734 -1.91992
H 3.90458 1.69187 0.96969
H 3.29522 2.85116 -0.33713
H 1.77062 -1.56808 0.47830
H -0.37286 -2.91421 0.24965
H -0.94702 -2.27960 1.72741
H -1.96641 -2.01185 0.29979
H -1.95243 1.05226 2.34439
H -3.18727 1.15745 4.37135
H -4.64100 2.51247 5.88922
H -5.12627 4.92436 5.40837
H -4.09862 5.97425 3.37581
H -2.57128 4.66274 1.94694
H 1.21941 -0.19598 -1.96004
H -0.69214 -1.23595 -3.09808
H -1.56486 -3.06387 -4.58151
H 1.86277 -5.50516 -3.46653
H 2.72028 -3.64684 -2.11868
*
```

Output
F_max   5.0 eV/A
HOMO energy   -0.1138 Ha
M   422.42 g/mol
Structure (SMILES)   CCOC(=O)[C@@H](/C(C)=N\N=C(\[O-])Nc1ccccc1)[C@@H](C#N)c1ccc([N+](=O)[O-])cc1
E_tot   -39784.4792 eV
HOMO-LUMO gap   4.0 eV

A molecular structure, C21H20N5S12V in a non-equilibrium geometry. Source: the OMol25 dataset; level of theory: ωB97M-V with the def2-TZVPD basis set.

ORCA input file:
```
! RIJCOSX wB97M-V def2-TZVPD def2/J DEFGRID3
* xyz -1 4
V -0.91952 -0.26618 0.59861
S -1.19287 0.74160 2.92692
C -0.45248 2.02911 1.98293
C -0.06133 3.28858 2.46784
C 0.50890 4.20307 1.61067
C 0.70515 3.87013 0.27048
C 0.30988 2.62233 -0.14725
N -0.26267 1.72587 0.67531
H -0.21960 3.51004 3.51509
H 0.80884 5.17877 1.97914
H 1.13638 4.56586 -0.43691
H 0.43596 2.30667 -1.17685
N -2.91695 0.54679 0.00899
N -3.52102 1.52531 0.84143
C -3.50992 2.81725 0.46394
N -3.73322 3.66359 1.49747
S -3.26500 3.35854 -1.10797
H -2.86036 0.97359 -0.91933
H -3.55792 -0.23921 -0.07991
H -3.28423 1.32057 1.81038
H -3.85914 3.33469 2.43882
H -3.81014 4.64116 1.28923
C 0.52163 -3.09953 3.43141
S -0.51474 -4.56674 3.27225
C -0.69369 -4.67435 1.53219
C -1.34893 -3.81648 0.71931
S -2.19293 -2.34435 1.18200
S -1.37701 -4.33027 -0.94810
C -0.54716 -5.82217 -0.80972
S -0.28148 -6.86797 -2.07350
S -0.00474 -6.09018 0.78764
H 0.68663 -2.95557 4.50160
H 0.00593 -2.23045 3.02647
H 1.48054 -3.24594 2.93165
C -3.29637 -1.74427 -3.87984
S -3.62166 -0.01074 -3.48336
C -2.01347 0.66562 -3.68014
C -0.88290 0.32885 -3.02911
S -0.58420 -0.90341 -1.81427
S 0.51358 1.22128 -3.58451
C -0.23696 2.32660 -4.66150
S 0.55521 3.55671 -5.43929
S -1.89760 1.96709 -4.83952
H -4.21355 -2.28138 -3.63393
H -2.47936 -2.12551 -3.26519
H -3.07309 -1.86706 -4.93882
N 0.93207 -0.80371 0.90521
C 2.07658 -0.77909 0.88771
C 3.51468 -0.65458 0.75382
C 4.35369 -0.95504 1.81410
C 5.72245 -0.79621 1.66265
C 6.24076 -0.33575 0.45994
C 5.39326 -0.04455 -0.60127
C 4.02287 -0.20309 -0.45828
H 3.93358 -1.31205 2.74536
H 6.38240 -1.03143 2.48640
H 7.30964 -0.20727 0.34772
H 5.79459 0.30576 -1.54277
H 3.34097 0.00908 -1.27337
*
```

Output
F_max   1.9 eV/A
HOMO energy (alpha / beta)   -0.1699 / -0.1810 Ha
M   778.17 g/mol
E_tot   -185268.0843 eV
HOMO-LUMO gap (alpha / beta)   6.6 / 6.7 eV

2 unconnected molecules or ions with the total composition C21H20NOS2 in a non-equilibrium geometry. Source: the OMol25 dataset; level of theory: ωB97M-V with the def2-TZVPD basis set.

ORCA input file:
```
! RIJCOSX wB97M-V def2-TZVPD def2/J DEFGRID3
* xyz 1 1
C 5.01704 -1.47768 1.53864
C 4.83724 -0.10393 1.38367
C 3.55484 0.43768 1.32838
C 2.42083 -0.37539 1.37089
C 1.06951 0.31772 1.25480
C -0.10237 -0.47538 1.11225
N -1.39343 -0.01992 1.38233
C -1.64232 1.32506 1.53660
C -2.92767 1.83523 1.61975
C -4.01490 0.98462 1.63244
C -3.79837 -0.40118 1.65153
C -2.47463 -0.92420 1.58355
C -2.29373 -2.31323 1.67270
C -3.39448 -3.17659 1.72619
C -4.70184 -2.66708 1.71730
C -4.89871 -1.30739 1.68367
O 1.07347 1.56408 1.30990
C 2.60071 -1.75624 1.60812
C 3.88823 -2.29779 1.65608
H 6.01792 -1.91084 1.57141
H 5.69608 0.56112 1.29138
H 3.44648 1.51179 1.21744
H 0.02896 -1.55039 1.20619
H -0.78678 1.98375 1.56413
H -3.03450 2.91697 1.63960
H -5.03427 1.35724 1.63052
H -1.30088 -2.75662 1.69574
H -3.23314 -4.24712 1.76681
H -5.54957 -3.34624 1.74579
H -5.90321 -0.88169 1.66913
H 1.72683 -2.40181 1.73213
H 4.00869 -3.37352 1.77376
C 1.11838 1.59328 -4.86679
C 2.14124 2.10074 -3.86640
S 2.07274 1.31727 -2.22827
C 0.42410 1.29721 -1.86506
S -0.86488 1.09694 -2.94257
C -0.28854 1.96532 -4.43610
H 1.31959 2.06677 -5.83375
H 1.21080 0.51112 -5.00753
H 3.14949 1.85196 -4.21322
H 2.05772 3.18095 -3.73498
H 0.15133 1.30818 -0.80672
H -0.38723 3.04040 -4.27673
H -1.00677 1.63881 -5.19473
*
```

Output
F_max   1.5 eV/A
HOMO energy   -0.3633 Ha
M   366.53 g/mol
E_tot   -47301.4647 eV
HOMO-LUMO gap   4.6 eV

A molecular structure, C21H21AuN2OS in a non-equilibrium geometry. Source: the OMol25 dataset; level of theory: ωB97M-V with the def2-TZVPD basis set.

ORCA input file:
```
! RIJCOSX wB97M-V def2-TZVPD def2/J DEFGRID3
* xyz 2 3
Au 1.09264 1.64888 -0.34572
N -1.21767 0.40973 1.32590
C -1.43407 -0.68110 0.56429
C -2.72990 -1.19403 0.41834
C -2.96771 -2.38207 -0.25825
C -1.92143 -3.09719 -0.80682
C -0.61208 -2.57187 -0.78505
C 0.48937 -3.23796 -1.36166
C 1.73324 -2.65580 -1.34008
C 1.85255 -1.36342 -0.81812
N 0.85061 -0.75014 -0.23328
C -0.36184 -1.31981 -0.14688
H -0.28672 0.65691 1.63032
H -2.00062 0.79981 1.83130
H -3.54983 -0.66316 0.87896
H -3.97246 -2.77192 -0.32087
H -2.08667 -4.05902 -1.26820
H 0.33220 -4.19786 -1.83246
H 2.59806 -3.14201 -1.76121
H 2.77901 -0.81591 -0.89462
O 0.28731 1.66554 -2.26528
S -0.90953 2.46412 -2.79324
C -0.61176 2.63548 -4.59209
C -1.35540 1.50929 -5.29439
C -2.62256 1.26461 -4.48010
C -2.16901 1.14853 -3.03643
H 0.46228 2.64160 -4.75973
H -1.02543 3.60809 -4.84635
H -0.74362 0.60552 -5.32446
H -1.59610 1.78469 -6.32119
H -3.13393 0.35683 -4.79485
H -3.31430 2.10052 -4.60332
H -1.63673 0.21651 -2.84463
H -2.96646 1.27187 -2.31040
C 1.80642 1.55592 1.43493
C 2.14881 1.30759 2.58066
C 2.41099 0.98409 3.91577
C 3.69527 0.59682 4.35703
C 3.85735 0.15597 5.65002
C 2.76636 0.11157 6.52385
C 1.49214 0.49565 6.09196
C 1.31257 0.94528 4.80829
H 4.52961 0.64005 3.67502
H 4.82937 -0.16617 5.98920
H 2.90910 -0.21120 7.54408
H 0.64856 0.43379 6.76056
H 0.34200 1.26539 4.45918
*
```

Output
F_max   2.4 eV/A
HOMO energy (alpha / beta)   -0.5216 / -0.5174 Ha
M   546.45 g/mol
E_tot   -41654.4324 eV
HOMO-LUMO gap (alpha / beta)   7.7 / 5.0 eV

The evaluated energy relative to the best compared isomer or geometry (same formula, charge and spin) for the records listed, in turn: 27.87, 41.78, 8.69, 35.93, 16.73 kcal per mole.